# 1
Computed, not measured: C43H45N2P2PtSi as an isolated structure, with wB97M-V/def2-TZVPD.

XYZ file:
```
94
Properties=species:S:1:pos:R:3:forces:R:3:mulliken_charge:R:1
Pt 0.096 -0.827 -0.178 0.08 -0.75 0.17 2.754
C 0.537 2.577 -0.730 0.13 0.22 -0.06 0.950
C 1.851 1.924 -1.198 -0.02 -0.03 0.14 -2.187
P 1.942 0.081 -1.210 -0.31 0.59 0.09 0.055
C 3.643 -0.179 -0.647 0.23 -0.26 -0.43 1.098
C 4.662 -0.439 -1.565 -0.03 -0.05 0.13 -0.934
C 5.977 -0.556 -1.133 -0.02 0.00 -0.01 -0.813
C 6.285 -0.408 0.211 0.01 -0.01 -0.03 -0.632
C 5.278 -0.132 1.126 -0.01 0.01 0.01 -0.859
C 3.964 -0.018 0.700 -0.10 0.04 -0.03 -0.366
C 1.775 -0.426 -2.942 0.35 -0.09 0.03 0.726
C 2.095 -1.751 -3.253 -0.02 -0.04 -0.04 -0.784
C 1.920 -2.232 -4.541 0.00 -0.05 0.08 -0.789
C 1.399 -1.405 -5.527 0.00 0.03 -0.01 -0.643
C 1.065 -0.094 -5.223 0.00 0.00 -0.02 -0.751
C 1.257 0.401 -3.939 -0.01 0.01 0.02 -0.564
C 0.306 2.416 0.798 0.13 0.16 -0.05 -2.176
P -0.235 0.771 1.413 0.01 0.43 0.34 0.134
C -1.974 0.893 1.924 -0.06 -0.13 -0.09 1.017
C -2.666 2.079 2.146 0.02 0.04 0.07 -0.021
C -3.992 2.044 2.553 -0.03 -0.04 0.05 -0.768
C -4.637 0.829 2.742 0.03 0.04 0.01 -0.798
C -3.951 -0.359 2.527 0.07 -0.02 -0.02 -0.623
C -2.626 -0.326 2.118 -0.10 0.01 0.06 -1.147
C 0.617 0.635 3.016 0.03 0.01 0.04 1.275
C 1.599 -0.323 3.237 -0.03 -0.08 0.04 0.096
C 2.259 -0.386 4.460 -0.03 0.00 -0.03 -1.344
C 1.936 0.509 5.468 0.01 -0.01 -0.01 -0.637
C 0.947 1.463 5.258 -0.02 0.01 -0.02 -0.773
C 0.287 1.524 4.042 0.04 0.01 -0.01 -0.885
H -0.379 1.066 -1.801 0.00 0.10 -0.02 -0.041
H 0.931 4.161 -2.105 0.02 0.03 0.00 0.438
H 2.654 2.280 -0.550 0.02 -0.09 0.00 0.749
H 2.098 2.267 -2.204 -0.02 0.06 0.00 0.752
H 4.433 -0.550 -2.616 0.00 -0.01 -0.04 0.414
H 6.761 -0.758 -1.852 -0.02 0.00 0.01 0.446
H 7.311 -0.500 0.544 -0.03 0.00 0.00 0.413
H 5.514 -0.004 2.174 -0.01 0.00 -0.02 0.490
H 3.192 0.216 1.421 -0.02 -0.02 -0.02 0.411
H 2.486 -2.409 -2.484 -0.01 0.01 -0.01 0.642
H 2.180 -3.257 -4.772 0.00 0.03 0.01 0.448
H 1.256 -1.783 -6.532 0.00 0.02 0.03 0.414
H 0.661 0.557 -5.988 0.01 -0.03 0.03 0.448
H 0.988 1.429 -3.733 -0.01 -0.03 0.01 0.220
H -0.405 3.180 1.118 -0.02 -0.05 0.00 0.852
H 1.238 2.646 1.320 0.04 -0.01 -0.01 0.797
H -2.190 3.042 1.999 -0.02 -0.05 0.01 0.483
H -4.523 2.973 2.720 0.00 -0.02 0.00 0.446
H -5.672 0.808 3.059 0.02 0.01 0.00 0.421
H -4.445 -1.311 2.676 0.01 0.03 0.00 0.489
H -2.093 -1.255 1.947 0.01 0.00 0.00 0.391
H 1.831 -1.036 2.459 0.04 0.05 0.03 0.283
H 3.016 -1.143 4.625 -0.02 0.02 -0.01 0.500
H 2.446 0.458 6.422 -0.02 0.01 -0.02 0.405
H 0.685 2.156 6.048 0.00 -0.01 -0.02 0.452
H -0.496 2.259 3.896 0.01 0.00 0.01 0.396
C -4.180 -1.316 -1.267 -0.01 -0.03 0.00 -1.084
C -2.777 -1.319 -1.328 0.00 0.15 0.04 -0.283
N -2.036 -0.232 -1.239 -0.04 -0.10 -0.16 0.005
C -2.665 0.979 -1.127 -0.18 -0.14 0.02 0.293
C -4.067 1.061 -0.977 0.14 -0.01 -0.01 1.429
C -4.818 -0.129 -1.059 -0.03 -0.02 -0.01 -0.832
C -4.662 2.317 -0.742 -0.05 0.10 -0.02 -1.032
C -3.876 3.422 -0.646 -0.02 0.00 -0.03 -1.196
C -2.471 3.383 -0.843 0.02 -0.13 -0.03 1.562
C -1.768 4.661 -0.701 -0.08 0.03 0.04 -0.492
C -0.470 4.960 -0.740 0.09 0.01 -0.04 -1.081
C 0.700 4.078 -1.039 -0.05 -0.07 0.03 -0.817
N -0.545 2.030 -1.538 -0.18 -0.03 0.10 0.193
C -1.876 2.167 -1.144 0.07 0.20 -0.15 -1.069
H -4.715 -2.251 -1.355 -0.01 0.02 0.01 0.468
H -2.251 -2.256 -1.433 0.07 -0.08 -0.03 0.491
H -5.896 -0.077 -0.963 0.02 -0.02 0.00 0.432
H -5.738 2.381 -0.634 0.04 0.01 0.01 0.425
H -4.327 4.386 -0.441 -0.01 -0.02 0.00 0.407
H -2.434 5.490 -0.489 -0.01 0.00 -0.01 0.317
H -0.218 5.999 -0.554 0.01 -0.01 -0.05 0.397
H 1.578 4.459 -0.511 0.00 -0.01 0.06 0.400
C -1.684 -3.989 1.008 0.03 -0.03 0.03 -0.893
Si -0.061 -4.056 0.053 0.03 0.00 0.09 0.193
C 0.797 -5.662 0.511 0.02 0.00 0.01 -1.207
C -0.337 -4.086 -1.814 0.04 -0.05 -0.03 -1.080
C 0.989 -2.597 0.619 -0.14 -0.11 -0.09 -0.782
H -2.219 -4.940 0.944 0.03 0.03 -0.03 0.472
H -2.373 -3.204 0.688 0.03 0.01 -0.01 0.121
H -1.457 -3.818 2.067 -0.04 -0.01 -0.05 0.298
H 0.219 -6.523 0.161 0.02 0.04 0.02 0.328
H 0.918 -5.759 1.593 0.00 0.01 -0.05 0.326
H 1.790 -5.721 0.056 -0.05 0.00 0.02 0.327
H -1.259 -4.615 -2.076 0.06 0.02 0.04 0.536
H 0.485 -4.629 -2.292 -0.05 0.06 0.03 0.336
H -0.370 -3.095 -2.275 -0.02 0.01 0.01 0.210
H 2.047 -2.701 0.364 0.01 0.07 -0.10 0.705
H 0.932 -2.571 1.710 -0.06 -0.05 -0.03 0.411
```
Forces are in eV/Å.

Output
lowest unoccupied orbital energy (spin up / spin down): -2.689 / -3.578 eV
net charge: +1
Kohn-Sham gap (spin up / spin down): 6.790 / 6.830 eV
2S+1: 3
HOMO level (spin up / spin down): -9.48 / -10.41 eV

=====

# 2
Computed, not measured: C43H45N5O2PbS3 as an isolated structure in a non-equilibrium geometry, with wB97M-V/def2-TZVPD.

XYZ file:
```
99
Properties=species:S:1:pos:R:3:forces:R:3:mulliken_charge:R:1
Pb 0.282 0.353 0.041 0.42 0.04 -0.62 1.491
O -0.606 1.191 -6.980 1.13 -0.16 -1.21 -0.665
C -1.603 1.276 -6.300 0.56 0.32 2.29 0.285
O -2.805 1.278 -6.423 -1.51 -0.11 -0.59 -0.669
C -1.193 1.410 -4.712 -0.31 -0.06 -1.20 -1.030
C -2.154 1.167 -3.753 0.43 0.01 0.93 -0.909
C -1.764 1.137 -2.411 -0.18 -0.02 -1.03 0.261
N -0.497 1.382 -2.065 0.30 -0.10 0.86 0.524
C 0.431 1.648 -2.989 -0.28 0.07 -0.91 0.797
C 0.113 1.670 -4.347 0.03 0.03 1.07 -1.235
C 1.821 1.779 -2.524 0.31 0.14 0.08 0.019
C 2.849 2.214 -3.361 0.03 -0.01 0.14 -0.443
C 4.152 2.222 -2.895 -0.20 -0.07 0.17 -1.058
C 4.403 1.791 -1.599 -0.10 -0.01 0.04 -1.147
C 3.329 1.406 -0.818 0.48 0.12 0.10 -0.543
N 2.075 1.420 -1.257 -0.23 0.11 -0.07 0.931
C -2.706 0.812 -1.326 -0.37 -0.15 0.08 0.819
C -4.052 0.530 -1.561 0.15 0.03 0.20 -0.938
C -4.886 0.274 -0.485 0.19 0.11 0.03 -0.748
C -4.367 0.339 0.799 0.18 0.11 -0.06 -0.982
C -3.017 0.606 0.942 -0.45 -0.15 0.43 -0.292
N -2.208 0.813 -0.085 0.42 -0.08 -0.22 0.766
H -3.158 0.981 -4.096 -0.16 0.01 -0.09 0.756
H 0.844 1.824 -5.122 0.06 -0.04 -0.22 0.591
H 2.641 2.551 -4.362 -0.11 -0.02 -0.11 0.620
H 4.956 2.556 -3.533 0.06 0.01 -0.05 0.473
H 5.406 1.759 -1.205 0.09 -0.02 0.09 0.566
H 3.464 1.067 0.200 0.13 -0.02 0.13 0.516
H -4.451 0.505 -2.561 0.03 0.04 -0.14 0.562
H -5.927 0.040 -0.645 -0.09 -0.02 -0.03 0.486
H -4.990 0.171 1.663 -0.02 0.00 0.09 0.543
H -2.555 0.669 1.917 -0.02 -0.08 0.18 0.468
C -3.759 -4.621 -0.003 -0.23 0.32 0.14 -0.611
C -2.890 -4.282 -1.199 0.35 0.30 0.21 -1.110
S -1.585 -3.079 -0.813 0.24 -0.51 -0.42 0.342
C -0.442 -4.053 0.226 -0.47 0.41 -0.37 -0.701
C -0.666 -3.930 1.732 -0.07 0.38 0.22 -1.268
S -1.220 -2.256 2.225 0.00 -0.26 0.13 0.491
C -2.764 -2.525 3.167 0.38 -0.05 0.00 -1.058
C -3.826 -3.445 2.590 -0.22 0.12 -0.62 -0.922
S -4.317 -3.102 0.857 -0.09 -0.38 0.35 0.030
H -3.215 -5.236 0.712 -0.03 -0.05 0.01 0.266
H -4.645 -5.166 -0.331 0.07 -0.08 0.06 0.493
H -3.481 -3.799 -1.977 0.04 -0.06 -0.07 0.397
H -2.416 -5.173 -1.613 -0.17 -0.01 -0.09 0.504
H 0.548 -3.679 -0.039 0.07 -0.12 0.01 -0.024
H -0.513 -5.096 -0.082 0.17 -0.03 -0.02 0.738
H 0.268 -4.137 2.259 -0.14 -0.12 0.04 0.630
H -1.423 -4.621 2.093 0.02 -0.09 -0.01 0.511
H -3.157 -1.513 3.266 -0.03 0.04 0.12 0.341
H -2.475 -2.891 4.153 -0.13 0.12 0.06 0.532
H -4.730 -3.317 3.188 0.12 -0.13 0.11 0.484
H -3.536 -4.493 2.644 -0.03 0.03 0.11 0.439
N 1.903 -1.017 1.472 0.09 0.21 0.26 0.215
C 3.128 -1.678 1.125 0.61 -0.27 -0.11 0.107
C 4.001 -1.994 2.163 -0.07 0.01 0.00 -0.900
C 5.143 -2.741 1.951 -0.05 0.04 -0.06 -0.690
C 5.415 -3.195 0.672 0.01 0.05 0.06 -0.914
C 4.591 -2.833 -0.373 -0.05 0.01 0.07 -1.748
C 3.451 -2.036 -0.193 0.05 -0.01 0.41 0.975
C 2.664 -1.697 -1.396 0.25 0.18 0.19 1.903
C 3.320 -1.675 -2.648 -0.22 -0.12 0.31 -1.328
C 2.644 -1.557 -3.843 0.00 0.02 -0.26 -1.355
C 1.263 -1.484 -3.865 0.00 -0.26 0.26 -1.006
C 0.592 -1.410 -2.649 -0.37 0.16 -0.27 -0.461
C 1.311 -1.439 -1.485 -0.87 0.97 0.10 0.791
H 2.017 -0.562 2.375 -0.04 -0.13 0.02 0.145
H 1.177 -1.721 1.604 0.02 -0.01 0.13 -0.088
H 3.752 -1.672 3.164 -0.05 0.01 0.12 0.499
H 5.785 -2.997 2.778 0.07 -0.01 0.09 0.456
H 6.259 -3.840 0.491 0.13 -0.04 -0.05 0.452
H 4.820 -3.222 -1.351 -0.02 -0.01 -0.10 0.591
H 4.396 -1.748 -2.656 0.09 -0.09 0.01 0.635
H 3.199 -1.551 -4.771 0.05 0.03 -0.05 0.465
H 0.706 -1.454 -4.787 -0.06 0.02 -0.14 0.557
H -0.482 -1.329 -2.637 -0.08 0.16 -0.05 0.541
C -0.744 4.224 0.323 -0.75 -0.37 -0.29 -0.960
N 0.494 4.879 0.780 0.21 0.16 -0.31 0.095
C 0.192 5.869 1.832 -0.16 0.64 0.62 -0.866
C 1.518 3.861 1.211 0.40 -0.48 0.27 -0.523
C 1.001 2.966 2.309 0.27 0.32 -0.51 1.039
C 1.098 3.426 3.624 -0.04 -0.25 -0.10 -0.622
C 0.570 2.699 4.672 -0.01 0.02 0.09 -0.970
C -0.037 1.484 4.416 0.01 0.07 -0.01 -1.026
C -0.081 0.999 3.118 -0.13 -0.15 -0.16 -0.127
C 0.430 1.724 2.049 -0.29 -0.82 -0.68 0.262
H -1.449 4.963 -0.054 0.13 0.09 0.01 0.467
H -1.192 3.698 1.164 0.04 0.09 0.00 0.400
H -0.526 3.498 -0.458 0.11 0.04 -0.07 0.171
H 0.899 5.390 -0.012 -0.06 -0.13 0.12 0.358
H -0.239 5.361 2.693 0.01 -0.02 -0.15 0.453
H -0.523 6.602 1.463 0.02 -0.11 -0.15 0.339
H 1.095 6.392 2.140 0.06 -0.12 -0.10 0.356
H 2.400 4.408 1.553 -0.12 0.04 -0.15 0.676
H 1.777 3.264 0.335 -0.07 0.24 -0.04 -0.509
H 1.607 4.356 3.824 0.06 0.16 0.02 0.621
H 0.630 3.080 5.678 0.05 0.04 0.16 0.448
H -0.464 0.909 5.223 -0.03 -0.10 0.08 0.561
H -0.527 0.032 2.947 -0.01 -0.14 0.08 0.198
```
Forces are in eV/Å.

Output
lowest unoccupied orbital energy (spin up / spin down): -7.467 / -7.469 eV
net charge: +2
Kohn-Sham gap (spin up / spin down): 4.175 / 4.173 eV
HOMO level (spin up / spin down): -11.64 / -11.64 eV